Entry from the Open Molecules 2025 dataset: a structure of composition C22H32AlN4OS2 at a distorted geometry (ωB97M-V/def2-TZVPD).

- Electronic energy: -2189.736623 hartree
- Total charge: +3

CARTESIAN COORDINATES (ANGSTROEM)
Al  11.944  7.634  10.185
C  11.504  4.729  10.134
N  12.660  5.734  10.106
C  13.467  5.314  8.884
C  13.545  5.637  11.335
C  12.851  6.375  12.477
N  12.603  7.783  12.137
C  13.793  8.607  12.298
C  11.415  8.367  12.890
H  11.904  3.695  9.998
H  10.761  4.947  9.407
H  11.035  4.750  11.130
H  13.950  4.387  9.094
H  14.248  6.004  8.552
H  12.675  5.116  8.208
H  14.440  6.109  11.029
H  13.676  4.539  11.535
H  13.432  6.297  13.431
H  11.887  5.908  12.699
H  13.952  8.792  13.329
H  13.595  9.525  11.791
H  14.654  8.114  11.774
H  11.543  8.351  13.944
H  10.504  7.833  12.682
H  11.366  9.428  12.574
O  10.137  7.461  10.085
S  8.876  6.892  10.866
C  7.836  8.216  11.162
C  7.716  8.494  12.541
C  6.995  9.627  12.975
C  6.367  10.410  12.028
C  6.512  10.178  10.639
C  7.288  9.124  10.216
C  8.108  6.002  9.534
C  7.051  5.172  9.969
C  6.303  4.466  9.019
C  6.620  4.640  7.696
C  7.655  5.529  7.312
C  8.456  6.153  8.197
H  8.203  7.813  13.238
H  6.701  9.918  13.999
H  5.689  11.173  12.419
H  6.078  10.711  9.803
H  7.380  8.881  9.121
H  6.886  5.043  11.014
H  5.453  3.842  9.295
H  6.057  4.054  6.955
H  7.789  5.698  6.274
H  9.216  6.895  7.915
C  10.320  9.609  6.768
N  11.717  9.411  6.455
C  12.213  9.375  5.173
C  13.555  9.164  5.269
N  13.829  9.003  6.596
C  12.692  9.146  7.334
S  12.823  9.413  9.055
H  9.909  10.447  6.266
H  10.173  9.798  7.867
H  9.727  8.720  6.557
H  11.605  9.551  4.316
H  14.320  9.188  4.549
H  14.784  9.004  6.940



Entry from the Open Molecules 2025 dataset: a cluster of 6 separate species, C6H21BN5O13S in total at a distorted geometry (ωB97M-V/def2-TZVPD).

- Electronic energy: -1915.749980 hartree
- Total charge: -1

CARTESIAN COORDINATES (ANGSTROEM)
C  -1.624  1.846  0.264
S  -0.502  3.183  0.714
O  -0.228  3.037  2.154
O  -1.200  4.425  0.371
B  1.118  2.898  -0.362
O  1.015  3.736  -1.588
H  -2.428  1.749  0.988
H  -1.987  2.073  -0.738
H  -1.019  0.943  0.193
H  2.073  3.186  0.320
H  1.101  1.738  -0.669
H  0.511  3.221  -2.219
C  2.156  -2.037  1.496
N  1.406  -1.166  0.553
O  1.978  -0.220  0.071
O  0.250  -1.482  0.329
H  3.158  -1.637  1.600
H  1.625  -2.027  2.444
H  2.169  -3.033  1.065
C  1.992  -1.055  -3.002
N  2.553  -2.414  -2.743
O  3.106  -3.017  -3.638
O  2.414  -2.812  -1.604
H  2.164  -0.798  -4.035
H  0.932  -1.111  -2.774
H  2.488  -0.365  -2.325
C  -2.190  -3.362  1.883
N  -3.198  -2.831  0.927
O  -3.974  -3.626  0.422
O  -3.187  -1.642  0.716
H  -2.336  -4.434  1.961
H  -1.206  -3.122  1.488
H  -2.351  -2.867  2.834
C  0.593  3.183  -5.295
N  0.924  1.765  -4.986
O  1.731  1.561  -4.107
O  0.354  0.908  -5.632
H  1.172  3.818  -4.635
H  0.843  3.352  -6.338
H  -0.473  3.308  -5.130
C  -1.622  -0.236  6.036
N  -1.817  -1.277  4.992
O  -2.781  -1.172  4.266
O  -0.985  -2.161  4.931
H  -2.432  0.479  5.959
H  -1.621  -0.740  6.998
H  -0.662  0.235  5.846



Entry from the Open Molecules 2025 dataset: a structure of composition C32H45AsFFeNO5Sb at a distorted geometry (ωB97M-V/def2-TZVPD).

- Electronic energy: -5516.823715 hartree
- Multiplicity: 6

CARTESIAN COORDINATES (ANGSTROEM)
Fe  -0.644  0.184  0.273
O  1.618  3.926  4.534
C  1.263  3.181  3.681
C  1.118  3.512  2.178
O  1.102  4.603  1.689
C  0.900  2.198  1.497
C  0.712  1.149  2.475
O  0.421  0.007  2.111
C  0.874  1.694  3.865
O  0.689  1.135  4.901
O  0.803  1.938  0.290
C  -3.650  -1.773  -3.454
C  -3.645  -2.216  -1.986
C  -4.462  -3.510  -1.846
C  -4.181  -1.174  -1.006
C  -5.468  -0.681  -1.199
C  -6.063  0.158  -0.270
C  -5.384  0.459  0.897
C  -4.085  0.000  1.138
C  -3.476  0.412  2.482
C  -2.625  -0.646  3.199
C  -2.698  1.729  2.360
C  -3.455  -0.780  0.146
N  -2.080  -1.165  0.264
C  -1.751  -2.496  0.467
C  -2.621  -3.506  0.894
C  -2.163  -4.801  1.118
C  -0.836  -5.142  0.903
C  0.047  -4.163  0.460
C  -0.438  -2.897  0.268
F  0.413  -1.906  -0.160
H  -3.496  -2.642  -4.100
H  -2.852  -1.065  -3.660
H  -4.601  -1.313  -3.739
H  -2.618  -2.443  -1.719
H  -5.504  -3.343  -2.139
H  -4.450  -3.876  -0.818
H  -4.045  -4.290  -2.488
H  -6.031  -0.982  -2.079
H  -7.063  0.544  -0.436
H  -5.879  1.048  1.665
H  -4.330  0.617  3.130
H  -1.604  -0.681  2.831
H  -3.058  -1.644  3.102
H  -2.578  -0.403  4.265
H  -1.879  1.627  1.646
H  -2.261  2.013  3.323
H  -3.336  2.543  2.013
H  -3.660  -3.247  1.066
H  -2.858  -5.552  1.480
H  -0.484  -6.152  1.080
H  1.089  -4.387  0.266
C  5.198  0.649  -2.011
C  5.080  0.563  -0.484
Sb  3.230  -0.366  0.121
C  3.738  -2.337  -0.621
C  5.091  -2.941  -0.226
C  3.730  -0.544  2.227
C  5.197  -0.782  2.601
H  6.127  1.142  -2.308
H  4.370  1.215  -2.447
H  5.198  -0.346  -2.466
H  5.115  1.555  -0.028
H  5.897  -0.028  -0.065
H  3.667  -2.228  -1.708
H  2.917  -2.985  -0.305
H  5.918  -2.244  -0.389
H  5.303  -3.835  -0.822
H  5.102  -3.241  0.822
H  3.079  -1.330  2.617
H  3.395  0.401  2.671
H  5.565  -1.738  2.236
H  5.313  -0.780  3.690
H  5.847  0.003  2.209
C  -3.374  3.231  -0.218
As  -1.809  2.338  -0.937
C  -0.742  3.900  -1.347
C  -2.527  1.990  -2.702
H  -3.730  3.946  -0.957
H  -3.104  3.762  0.693
H  -4.155  2.506  0.005
H  -1.363  4.630  -1.863
H  0.104  3.617  -1.973
H  -0.348  4.331  -0.427
H  -2.818  2.932  -3.167
H  -3.397  1.345  -2.607
H  -1.782  1.495  -3.324



Entry from the Open Molecules 2025 dataset: an isolated molecule of C18H25N7O3 at a distorted geometry (ωB97M-V/def2-TZVPD).

- SMILES string: Nc1nc(NCCCN2CCOCC2)nc(NCc2ccccc2)c1[N+](=O)[O-]
- Electronic energy: -1309.890358 hartree

CARTESIAN COORDINATES (ANGSTROEM)
N  2.233  -4.798  1.947
C  1.925  -3.736  1.199
N  2.754  -2.705  1.269
C  2.472  -1.619  0.540
N  1.415  -1.463  -0.253
C  0.561  -2.477  -0.371
N  -0.470  -2.318  -1.198
H  -1.117  -3.102  -1.277
C  -0.745  -1.106  -1.922
C  -2.151  -0.614  -1.691
C  -2.813  -0.871  -0.498
C  -4.097  -0.397  -0.291
C  -4.731  0.345  -1.272
C  -4.076  0.609  -2.463
C  -2.796  0.128  -2.672
H  -2.291  0.331  -3.606
H  -4.566  1.186  -3.234
H  -5.732  0.715  -1.110
H  -4.603  -0.610  0.639
H  -2.325  -1.448  0.274
H  -0.589  -1.277  -2.994
H  -0.020  -0.359  -1.583
C  0.757  -3.701  0.362
N  -0.110  -4.771  0.273
O  0.113  -5.800  0.920
O  -1.108  -4.695  -0.454
N  3.368  -0.628  0.627
H  4.135  -0.799  1.260
C  3.268  0.668  0.009
H  2.378  0.664  -0.619
H  4.154  0.834  -0.613
C  3.152  1.776  1.059
C  1.757  1.789  1.687
N  0.788  2.350  0.760
C  -0.549  1.804  0.919
C  -1.458  2.387  -0.162
H  -2.483  2.036  -0.036
O  -1.506  3.793  -0.099
C  -0.212  4.329  -0.239
C  0.726  3.800  0.844
H  1.724  4.215  0.693
H  0.354  4.127  1.832
H  -0.317  5.413  -0.164
H  0.195  4.066  -1.228
H  -1.088  2.074  -1.150
H  -0.503  0.719  0.805
H  -0.972  2.042  1.911
H  1.469  0.759  1.910
H  1.775  2.346  2.638
H  3.903  1.622  1.836
H  3.349  2.736  0.583
H  3.071  -4.757  2.498
H  1.630  -5.612  1.905



Q: Look up the electronic energy of the first one.
A: -2189.736623 hartree



Q: Look up the electronic energy of the first one.
A: -2189.736623 hartree